The following is a DFT calculation (wB97M-V/def2-TZVPD) of the molecule C7H14N2O3 at a distorted geometry.

Summary:
SMILES	CC(C)[C@H](N)C(=O)NCC(=O)O
energy above the lowest of the compared OMol25 structures with the same formula, charge and spin	60.7	kcal/mol
LUMO level	0.36	eV
total energy	-610.308818	a.u.
Kohn-Sham gap	0.37318	hartree
E_HOMO	-9.799	eV

Geometry as ORCA input:
```
! RIJCOSX wB97M-V def2-TZVPD def2/J DEFGRID3
* xyz 0 1
O -2.2646 -1.4121 -1.3976
O -0.3672 2.0008 -0.9558
O -2.6857 -2.7828 0.3013
N -1.8005 0.7567 0.2171
N 0.8173 -0.5822 -2.1707
C -2.0954 -0.5042 0.8756
C -2.4245 -1.6769 -0.1306
C 0.3959 -0.3018 -0.6043
C 1.1309 0.0617 1.7397
C 2.3134 1.3626 -0.0563
C 1.6292 0.0518 0.2830
C -0.6322 0.8977 -0.4608
H -2.4820 -0.4811 -1.7040
H 2.0679 0.2191 2.3768
H -1.2874 -0.9382 1.4688
H -2.5459 1.3247 -0.1222
H 3.0014 1.7974 0.7486
H 0.7036 0.3526 -2.5346
H -2.9358 -0.6052 1.6829
H 0.7568 -0.9852 1.9680
H 2.7222 1.1551 -1.0855
H 1.8285 -0.8053 -2.3617
H 0.3335 0.8304 2.0528
H 2.4061 -0.7130 0.3388
H -0.1131 -1.2601 -0.2910
H 1.5276 2.2376 -0.1782
*
```